# 1
A molecular structure, C5H7N, computed with ωB97M-V with the def2-TZVPD basis set.

```
13
Properties=species:S:1:pos:R:3:forces:R:3:mulliken_charge:R:1
C -1.256687 -0.133144 1.134549 -0.072 -0.052 0.115 -0.851
N -0.503351 0.337134 -0.002993 0.045 0.112 -0.176 0.114
C -0.652647 1.420144 -0.782844 -0.170 0.311 0.011 -0.578
C 0.342686 -0.342805 -0.837564 0.133 -0.274 -0.005 -0.909
C 1.592907 -0.820892 -0.363270 0.405 -0.276 0.171 -0.479
C 2.648440 -1.241229 0.048694 -0.255 0.184 -0.128 0.430
H -0.676882 -0.922366 1.618081 -0.056 0.059 -0.044 0.276
H -2.225179 -0.545339 0.827576 0.076 0.031 0.025 0.284
H -1.420657 0.679491 1.847007 0.047 -0.083 -0.126 0.355
H -1.644727 1.762296 -1.087006 0.068 0.014 0.049 0.306
H 0.206818 2.047883 -0.985288 -0.114 -0.146 0.011 0.285
H 0.001274 -0.643268 -1.819817 0.004 0.089 0.130 0.363
H 3.588003 -1.597909 0.402870 -0.111 0.030 -0.033 0.404
```
Positions in Å, forces in eV/Å.

## Properties
Energy above the lowest of the compared OMol25 structures with the same formula, charge and spin (eV): 5.040
E_LUMO (spin up / spin down) (eV): 0.376 / 0.375
2S+1: 1
Strongest force on any atom (eV/A): 0.519
Charge: 0
Highest occupied orbital energy (spin up / spin down) (eV): -7.6 / -7.6

***

# 2
C5H7N in the gas phase in a non-equilibrium geometry, computed with ωB97M-V with the def2-TZVPD basis set.

```
13
Properties=species:S:1:pos:R:3:forces:R:3:mulliken_charge:R:1
C 1.072999 -0.134408 1.094239 -3.730 -0.992 0.536 -0.907
C 0.588754 0.177311 -0.093982 0.224 0.138 -0.424 0.646
C -1.181639 -0.666202 1.163650 2.843 0.254 0.882 0.072
C -0.897805 -0.068908 -0.180955 0.022 0.172 -0.432 -0.221
C 1.337409 0.735468 -1.277019 -0.165 -0.032 0.131 -1.194
N -1.927304 -1.208599 1.946094 0.285 0.138 -0.173 -0.401
H 2.018866 -0.115291 1.585411 0.560 0.075 0.037 0.353
H -1.476980 0.853369 -0.311414 -0.067 -0.011 -0.021 0.231
H -1.198138 -0.757303 -0.981990 -0.039 0.015 -0.014 0.258
H 2.407587 0.564532 -1.177008 -0.012 0.011 0.005 0.337
H 1.168528 1.811166 -1.355357 -0.015 0.033 -0.124 0.273
H 0.987605 0.267269 -2.196866 0.082 0.042 -0.140 0.299
H -2.899882 -1.458403 1.785197 0.012 0.156 -0.262 0.255
```
Positions in Å, forces in eV/Å.

## Properties
Energy above the lowest of the compared OMol25 structures with the same formula, charge and spin (eV): 4.554
E_LUMO (spin up / spin down) (eV): 0.623 / 0.623
2S+1: 1
Strongest force on any atom (eV/A): 3.897
Charge: 0
Highest occupied orbital energy (spin up / spin down) (eV): -7.5 / -7.5

***

# 3
C5H7N in the gas phase, computed with ωB97M-V with the def2-TZVPD basis set.

```
13
Properties=species:S:1:pos:R:3:forces:R:3:mulliken_charge:R:1
C -0.211125 0.150503 -1.325786 0.114 -0.178 0.055 -0.334
C -0.379180 -1.033587 -0.732499 0.118 0.108 -0.069 -0.695
C -0.412113 -0.900222 0.758772 -0.099 -0.145 -0.053 0.029
N 0.967042 -0.700893 1.193059 0.376 0.074 0.051 -0.601
C 0.098547 0.474417 0.997837 -0.211 0.252 0.111 -0.323
C -0.090624 1.256910 -0.302607 0.137 -0.017 0.018 -0.519
H 0.014279 0.292679 -2.378533 -0.037 -0.040 0.138 0.375
H -0.103803 -1.986786 -1.169947 -0.783 -0.104 -0.286 0.389
H -1.112268 -1.442771 1.393265 0.290 0.046 -0.115 0.397
H 1.542241 -0.947269 0.387862 0.174 0.450 0.239 0.323
H -0.022104 1.023198 1.925574 -0.278 -0.175 -0.067 0.386
H -1.006194 1.859391 -0.190107 0.203 -0.130 -0.104 0.266
H 0.715302 1.954431 -0.556892 -0.003 -0.140 0.082 0.309
```
Positions in Å, forces in eV/Å.

## Properties
Energy above the lowest of the compared OMol25 structures with the same formula, charge and spin (eV): 2.015
E_LUMO (eV): 1.167
2S+1: 1
Strongest force on any atom (eV/A): 0.840
Charge: 0
Highest occupied orbital energy (eV): -9.1

***

# 4
C5H7N in the gas phase in a non-equilibrium geometry, computed with ωB97M-V with the def2-TZVPD basis set.

```
13
Properties=species:S:1:pos:R:3:forces:R:3:mulliken_charge:R:1
N -2.754635 0.800430 -1.182190 0.909 0.160 0.203 -0.415
C -1.642427 0.969224 -0.920380 -1.169 0.140 -0.305 0.204
C -0.226545 1.135912 -0.607018 -0.216 -0.094 0.172 -0.517
C 0.345561 -0.255857 -0.315133 -1.498 -0.968 0.883 0.419
C -0.471119 -1.162903 0.812269 2.781 0.707 -0.642 -0.755
C 1.487726 -0.352554 0.560265 -0.808 -0.816 0.786 -0.849
H -0.117604 1.772570 0.278770 -0.140 -0.132 -0.076 0.264
H 0.245060 1.682574 -1.439795 0.116 -0.474 0.230 0.307
H 0.460690 -0.856374 -1.222942 -0.358 0.075 0.228 0.307
H -0.639544 -2.257150 0.672177 0.989 0.928 -0.573 0.236
H -0.789688 -0.977824 1.861540 0.488 1.196 -1.074 0.263
H 1.786502 0.532047 1.143506 -0.594 -0.637 0.175 0.272
H 2.316022 -1.030095 0.358933 -0.497 -0.087 -0.007 0.263
```
Positions in Å, forces in eV/Å.

## Properties
Energy above the lowest of the compared OMol25 structures with the same formula, charge and spin (eV): 3.716
E_LUMO (eV): 0.473
2S+1: 1
Strongest force on any atom (eV/A): 2.940
Charge: 0
Highest occupied orbital energy (eV): -8.6

***

# 5
A molecular structure, C5H7N in a non-equilibrium geometry, computed with ωB97M-V with the def2-TZVPD basis set.

```
13
Properties=species:S:1:pos:R:3:forces:R:3:mulliken_charge:R:1
C -1.360553 -0.972841 -0.078168 0.621 1.006 1.123 -0.378
C -0.232665 -1.577003 0.383172 -0.426 2.001 -1.865 -0.401
C -0.760428 0.360804 0.276322 0.582 -2.348 0.349 0.284
C -1.035275 1.631270 0.146098 2.120 1.746 0.052 -0.627
C 1.608647 0.048495 -0.169422 -0.729 -1.644 1.929 -0.998
N 0.495330 -0.351995 0.719969 -1.406 0.125 0.377 -0.246
H -2.364589 -1.169562 -0.416836 0.094 -0.548 0.075 0.384
H 0.203547 -2.527862 0.213954 0.300 -0.849 0.477 0.402
H -0.205571 2.408320 0.388486 -1.809 -1.332 -0.347 0.210
H -1.908857 1.908863 -0.409629 -0.362 0.374 0.144 0.292
H 1.106820 0.344791 -1.027278 0.023 1.385 -2.009 0.472
H 2.249797 0.687973 0.382473 0.353 1.275 -0.084 0.232
H 2.203803 -0.791250 -0.409142 0.639 -1.190 -0.222 0.374
```
Positions in Å, forces in eV/Å.

## Properties
Energy above the lowest of the compared OMol25 structures with the same formula, charge and spin (eV): 3.359
E_LUMO (eV): 1.064
2S+1: 1
Strongest force on any atom (eV/A): 2.768
Charge: 0
Highest occupied orbital energy (eV): -8.6

***

# 6
2 unconnected molecules or ions with the total composition C5H7N, computed with ωB97M-V with the def2-TZVPD basis set.

```
13
Properties=species:S:1:pos:R:3:forces:R:3:mulliken_charge:R:1
C -2.289614 0.521887 0.156758 -0.058 -0.013 -0.036 -1.075
C -0.851134 0.208849 -0.004082 0.049 -0.227 -0.180 0.074
C -0.015777 -0.474962 -0.691930 -0.215 0.253 0.237 -0.239
C 1.357951 -0.203901 -0.891660 -0.165 0.285 -0.190 0.250
C 1.556561 -0.091650 0.591486 0.138 -0.127 0.190 -0.457
N 2.580826 -0.711001 -0.208494 0.125 -0.254 0.068 -0.479
H -2.902721 0.027345 -0.602699 0.083 0.074 0.113 0.294
H -2.444116 1.603007 0.074333 0.040 -0.143 0.022 0.291
H -2.646536 0.219644 1.147016 0.074 0.059 -0.131 0.258
H 1.587142 0.634340 -1.541502 -0.031 -0.121 0.109 0.240
H 1.099040 -0.823349 1.256630 0.051 0.150 -0.102 0.246
H 0.371649 0.810045 0.773110 -0.099 -0.030 -0.092 0.313
H 2.596724 -1.720256 -0.058965 0.009 0.094 -0.008 0.284
```
Positions in Å, forces in eV/Å.

## Properties
Energy above the lowest of the compared OMol25 structures with the same formula, charge and spin (eV): 8.214
E_LUMO (eV): 0.029
2S+1: 1
Strongest force on any atom (eV/A): 0.408
Charge: 0
Highest occupied orbital energy (eV): -8.7

***

# 7
A molecular structure, C5H7N in a non-equilibrium geometry, computed with ωB97M-V with the def2-TZVPD basis set.

```
13
Properties=species:S:1:pos:R:3:forces:R:3:mulliken_charge:R:1
C -0.576629 0.945073 -0.944488 -0.697 -0.450 -1.264 -0.726
C -0.165968 -0.445985 0.455697 0.280 -0.587 1.803 0.083
C -0.717415 0.136002 1.536808 0.037 -0.042 0.645 -0.844
N -1.067515 -0.719726 -0.578566 0.766 1.138 0.070 -0.497
C 1.225610 -0.688313 0.154428 0.690 -0.135 0.572 -0.454
C 2.353794 -1.066622 -0.043845 -0.396 0.226 0.121 0.089
H -0.173177 0.944859 -1.938611 -0.330 -0.027 -0.761 0.349
H 0.143673 1.560837 -0.331532 -0.476 -1.508 -0.436 0.277
H -1.532103 1.430987 -0.784200 -0.189 -0.178 -0.407 0.376
H -1.733207 -0.176194 1.731655 -0.265 0.546 -0.216 0.332
H -0.370339 1.079751 1.947209 0.566 -0.710 0.803 0.265
H -0.747912 -1.602722 -1.045015 0.150 1.660 -0.841 0.308
H 3.361187 -1.397945 -0.159535 -0.137 0.067 -0.089 0.442
```
Positions in Å, forces in eV/Å.

## Properties
Energy above the lowest of the compared OMol25 structures with the same formula, charge and spin (eV): 6.332
E_LUMO (eV): 0.876
2S+1: 1
Strongest force on any atom (eV/A): 1.917
Charge: 0
Highest occupied orbital energy (eV): -8.0

***

# 8
C5H7N in the gas phase in a non-equilibrium geometry, computed with ωB97M-V with the def2-TZVPD basis set.

```
13
Properties=species:S:1:pos:R:3:forces:R:3:mulliken_charge:R:1
C -1.063908 1.044519 0.213741 -0.374 -1.355 0.769 -0.560
C -0.997799 -0.636218 0.108454 0.429 2.335 -2.107 -0.456
C -0.288489 0.557599 -0.871576 -0.412 -0.834 -0.323 0.017
N 1.051843 -0.005697 -0.727408 0.474 0.062 -0.168 -0.484
C 1.414779 -0.204907 0.686536 0.236 0.151 0.283 -0.183
C 0.483431 -1.124635 0.045601 0.087 -0.083 0.380 -0.096
H -0.644724 1.446594 1.130372 0.048 -0.053 -0.180 0.181
H -1.959580 1.604732 -0.104823 0.177 -0.969 0.348 0.251
H -1.619125 -1.210064 -0.577727 -0.552 0.406 0.599 0.311
H -0.626631 0.699295 -1.892942 0.154 0.022 0.146 0.372
H 1.030907 0.441081 1.470011 0.177 0.037 -0.145 0.117
H 2.460962 -0.468641 0.766685 -0.052 -0.046 0.126 0.239
H 0.758339 -2.143653 -0.246918 -0.390 0.327 0.272 0.292
```
Positions in Å, forces in eV/Å.

## Properties
Energy above the lowest of the compared OMol25 structures with the same formula, charge and spin (eV): 4.726
E_LUMO (eV): 1.195
2S+1: 1
Strongest force on any atom (eV/A): 3.175
Charge: 0
Highest occupied orbital energy (eV): -8.0

***

# 9
C5H7N in the gas phase in a non-equilibrium geometry, computed with ωB97M-V with the def2-TZVPD basis set.

```
13
Properties=species:S:1:pos:R:3:forces:R:3:mulliken_charge:R:1
C 2.027186 -0.474839 -0.357293 1.390 0.801 -1.314 -1.077
C 0.641041 -0.054501 -0.180561 -2.356 0.380 1.073 0.511
C -0.033034 1.171346 -0.290776 2.881 -1.033 -0.752 -0.650
C -1.326492 0.971184 0.120580 -2.468 -0.068 0.140 -0.392
C -1.531720 -0.346896 0.456313 1.207 0.862 0.032 -0.512
N -0.299858 -0.945360 0.294572 0.070 -0.218 0.005 -0.076
H 2.326468 -0.283268 -1.401779 -0.114 -0.456 0.084 0.270
H 2.223908 -1.515883 -0.130923 -0.092 -0.133 0.103 0.299
H 2.750496 0.159761 0.162472 -0.236 -0.178 0.490 0.269
H 0.502020 2.008621 -0.713376 -0.475 0.368 0.204 0.401
H -2.164459 1.649840 0.125068 0.221 0.366 -0.015 0.375
H -2.422020 -0.750191 0.898152 0.138 -0.588 -0.076 0.392
H -0.059353 -1.891821 0.525763 -0.166 -0.103 0.027 0.190
```
Positions in Å, forces in eV/Å.

## Properties
Energy above the lowest of the compared OMol25 structures with the same formula, charge and spin (eV): 0.330
E_LUMO (eV): 1.039
2S+1: 1
Strongest force on any atom (eV/A): 3.151
Charge: 0
Highest occupied orbital energy (eV): -7.8

***

# 10
A molecular structure, C5H7N, computed with ωB97M-V with the def2-TZVPD basis set.

```
13
Properties=species:S:1:pos:R:3:forces:R:3:mulliken_charge:R:1
C 1.027439 -0.291157 1.262792 0.019 -0.007 0.088 -0.846
N 0.568286 -0.276214 -0.106854 -0.039 0.005 -0.194 0.111
C 0.928890 -1.007468 -1.178031 0.140 -0.163 0.012 -0.567
C -0.069848 0.718177 -0.806374 -0.159 0.208 0.027 -0.893
C -1.426670 1.061027 -0.523478 -0.308 0.065 0.067 -0.457
C -2.583306 1.331289 -0.294337 0.372 -0.099 -0.042 0.395
H 0.365338 0.359268 1.841869 0.110 -0.102 -0.067 0.278
H 2.055665 0.086867 1.344256 -0.142 -0.048 -0.014 0.279
H 0.983144 -1.307447 1.664624 0.005 0.152 -0.058 0.355
H 1.974977 -1.277855 -1.359938 -0.159 0.038 0.070 0.301
H 0.157425 -1.469577 -1.781246 0.082 0.116 0.073 0.283
H 0.504631 1.335034 -1.487750 -0.115 -0.127 0.095 0.356
H -3.600561 1.574034 -0.078743 0.194 -0.039 -0.055 0.404
```
Positions in Å, forces in eV/Å.

## Properties
Energy above the lowest of the compared OMol25 structures with the same formula, charge and spin (eV): 5.043
E_LUMO (spin up / spin down) (eV): 0.362 / 0.361
2S+1: 1
Strongest force on any atom (eV/A): 0.387
Charge: 0
Highest occupied orbital energy (spin up / spin down) (eV): -7.7 / -7.7